1.
Computed, not measured: a molecular structure, C17H23N8Ru, with wB97M-V/def2-TZVPD.

XYZ file:
```
49
Properties=species:S:1:pos:R:3:lowdin_spin:R:1
Ru 0.67305 -0.01732 0.43678 3.7989
C -1.23719 4.09316 1.07353 0.0057
C -0.83048 2.71879 0.65770 0.0241
N -0.12492 1.92215 1.36285 0.1153
C 0.33011 2.17947 2.72117 0.0086
C 0.28472 0.84819 3.45506 0.0108
N 1.08040 -0.15261 2.71460 0.1370
C 0.73045 -1.55912 3.00988 0.0211
C 1.63602 -2.50470 2.22385 0.0084
N 1.88035 -1.98621 0.85270 0.1221
C 1.70141 -2.93183 -0.26972 0.0076
C 0.25145 -2.95695 -0.73754 0.0099
N -0.19961 -1.58780 -0.95837 0.1244
C -1.01835 -1.25544 -1.88580 0.0297
C -1.58457 -2.21211 -2.87831 0.0068
C -1.40746 0.18577 -1.88726 0.0173
C -2.14825 0.80912 -2.88105 0.0042
C -2.45816 2.15055 -2.72552 0.0088
C -2.04625 2.83110 -1.58572 0.0036
C -1.29824 2.14947 -0.64063 0.0178
N -0.98650 0.86291 -0.82267 0.1094
H -0.52754 4.52597 1.77315 0.0002
H -2.21852 4.05423 1.55536 0.0008
H -1.31659 4.75997 0.21846 0.0011
H -0.28912 2.90749 3.24477 0.0020
H 1.35192 2.56923 2.68610 -0.0003
H -0.74525 0.48874 3.49057 0.0007
H 0.63446 0.95299 4.48325 0.0032
H 2.07007 0.00532 2.89693 0.0044
H -0.31410 -1.69485 2.71191 0.0060
H 0.78952 -1.77955 4.07841 0.0045
H 1.17081 -3.48878 2.17484 0.0004
H 2.59106 -2.63210 2.73555 0.0014
H 2.83062 -1.63407 0.80540 0.0024
H 2.03264 -3.93682 -0.00294 0.0027
H 2.33373 -2.58483 -1.08788 -0.0001
H -0.39321 -3.40552 0.02537 -0.0003
H 0.17767 -3.57313 -1.63318 0.0020
H -1.93026 -3.11820 -2.38153 0.0007
H -0.80840 -2.47962 -3.59958 0.0011
H -2.41524 -1.78704 -3.43130 0.0009
H -2.45481 0.27597 -3.76789 0.0008
H -3.02643 2.66674 -3.48742 0.0003
H -2.31119 3.86950 -1.45217 0.0007
N 2.29952 0.73052 -0.55233 0.1738
C 2.37195 0.69310 -1.74677 0.0897
N 2.47002 0.68010 -2.98662 0.0794
C 1.58774 -0.01623 -3.69930 0.0078
N 0.81097 -0.63570 -4.28668 0.0223
```

For the LUMO energy (spin up / spin down), the calculation gives -7.00 / -8.33 eV. As for the HOMO-LUMO gap (spin up / spin down): 8.3 / 7.0 eV. The value obtained for the max |F| is 0.386 eV/A. As for the spin multiplicity: 6. Its total charge is +2.

***

2.
Computed, not measured: 2 unconnected molecules or ions with the total composition C17H23NO10P in a non-equilibrium geometry, with wB97M-V/def2-TZVPD.

XYZ file:
```
52
Properties=species:S:1:pos:R:3:nbo_charge:R:1
C 4.47173 -2.64090 2.31564 -0.7348
C 5.20142 -2.21306 0.94285 0.8160
O 6.46063 -2.02356 1.01156 -0.6046
O 4.53724 -2.06423 -0.30375 -0.5543
C 4.03120 -0.66994 -0.45406 -0.0796
C 2.59042 -0.78805 -1.14975 -0.4362
C 1.77701 0.62786 -1.19610 -0.4490
C 1.71168 1.35270 0.23976 -0.4101
C 0.56840 2.47727 0.38780 -0.3932
C -0.87265 1.93577 -0.09274 -0.4295
C -2.12345 2.82040 0.39435 -0.4076
C -2.98617 2.20756 1.60783 -0.4446
C -3.32095 0.64768 1.50315 0.0069
C -2.74612 -0.25220 2.65821 -0.1007
N -2.96479 -1.70953 2.62499 -0.6214
C -3.70213 -2.36914 1.52002 0.1117
C -3.80036 -3.97947 1.62678 0.7148
O -4.92948 -4.57692 1.65708 -0.7320
O -2.55792 -4.64904 1.63432 -0.8259
C -4.33539 -1.56981 0.34294 -0.2510
C -4.14552 0.02981 0.29558 -0.3005
C -4.70734 0.93709 -0.87459 0.6901
O -5.27186 2.08197 -0.67357 -0.7147
O -4.57776 0.50675 -2.26447 -0.7367
H 4.08403 -3.73186 2.27273 0.2388
H 5.22837 -2.62724 3.19542 0.2214
H 3.62588 -1.91755 2.58775 0.2422
H 4.78080 -0.13500 -1.13477 0.2141
H 3.98514 -0.17018 0.57656 0.1624
H 2.72863 -1.17932 -2.23238 0.2822
H 1.97641 -1.60954 -0.60137 0.1952
H 0.76391 0.37910 -1.66444 0.2318
H 2.31873 1.32167 -1.96019 0.2853
H 2.72805 1.90605 0.36799 0.1845
H 1.68642 0.55787 1.07870 0.1846
H 0.48291 2.70487 1.52730 0.1733
H 0.79969 3.45792 -0.16156 0.1967
H -0.86706 1.99060 -1.25422 0.2173
H -0.92338 0.82196 0.16392 0.2321
H -2.82643 2.94017 -0.51640 0.2325
H -1.74746 3.86791 0.73647 0.1816
H -4.01192 2.75703 1.58474 0.2250
H -2.51690 2.48707 2.62350 0.1864
H -2.14680 0.26138 3.50146 0.1993
H -2.55047 -2.27684 3.38311 0.4108
H -4.90056 -2.04501 -0.52472 0.2291
H -5.51007 0.52628 -2.60232 0.4612
O 4.18924 0.30065 -5.66522 -0.9945
P 2.90091 0.71914 -4.94019 2.4344
O 3.25481 1.64841 -3.76783 -1.0172
O 2.18097 -0.52707 -4.40238 -0.9656
O 1.97830 1.45250 -5.92548 -0.9581
```

For the LUMO energy, the calculation gives 4.02 eV. As for the HOMO-LUMO gap: 1.6 eV. The value obtained for the max |F| is 6.308 eV/A. Its total charge is -3.

***

3.
Computed, not measured: C17H23NO4 in the gas phase, with wB97M-V/def2-TZVPD.

XYZ file:
```
45
Properties=species:S:1:pos:R:3:nbo_charge:R:1
C -2.87087 3.36028 1.32505 -0.2620
H -3.15161 3.55449 2.36198 0.1971
H -3.19027 4.17524 0.68092 0.1959
H -3.32738 2.42093 1.00620 0.1914
O -1.45690 3.28659 1.20301 -0.5142
C -0.83089 2.45549 2.04672 0.8028
O -1.40493 1.80682 2.88023 -0.6012
C 0.67073 2.48287 1.81140 -0.3268
C 0.99311 2.06137 0.37128 -0.3898
H 0.39404 2.64073 -0.33147 0.2256
H 2.04931 2.25569 0.17291 0.2079
C 0.71606 0.56731 0.18832 -0.2308
N 1.50831 -0.19657 1.12228 -0.4435
C 2.59490 -0.96532 0.87078 0.6842
O 3.21326 -1.49878 1.77586 -0.6464
C 3.01288 -1.20558 -0.57227 -0.4947
C 2.53399 -2.58538 -1.03798 -0.4009
C 1.01355 -2.70230 -1.06739 -0.0743
H 0.60242 -2.48433 -0.07300 0.1801
O 0.51469 -1.78015 -2.01738 -0.5323
C -0.83290 -1.63389 -2.14888 0.3891
C -1.78732 -2.36747 -1.45380 -0.3313
C -3.13395 -2.12139 -1.66854 -0.1843
C -3.54388 -1.15384 -2.56618 -0.2479
C -2.59242 -0.42285 -3.26099 -0.1894
C -1.24923 -0.65712 -3.05542 -0.2898
H -0.49630 -0.09894 -3.59015 0.2207
H -2.90000 0.33416 -3.96713 0.2142
H -4.59538 -0.97106 -2.72708 0.2136
H -3.86646 -2.69894 -1.12393 0.2146
H -1.49695 -3.13161 -0.75024 0.2224
H 0.72707 -3.72458 -1.35072 0.1830
H 2.92245 -3.34447 -0.35782 0.2272
H 2.92112 -2.77924 -2.03960 0.2140
H 2.66537 -0.43765 -1.25790 0.2123
H 4.10452 -1.20620 -0.57811 0.2399
C 1.16346 0.10386 2.49956 -0.2381
C 1.41034 1.58174 2.80373 -0.4032
H 1.07440 1.79477 3.81863 0.2281
H 2.48050 1.78659 2.73950 0.2119
H 1.78191 -0.52450 3.14189 0.2513
H 0.10922 -0.13478 2.66532 0.2094
H 0.91169 0.26762 -0.83812 0.2293
H -0.34291 0.36591 0.39677 0.1969
H 0.98124 3.52448 1.95178 0.2384
```

Its SMILES is COC(=O)C1CCN(C(=O)CCCOc2ccccc2)CC1. For the LUMO energy, the calculation gives 0.67 eV. As for the HOMO-LUMO gap: 9.4 eV. The value obtained for the max |F| is 0.555 eV/A.